Record 1
Computed, not measured: a structure of composition C29H19N7O3PtS5, with ωB97M-V with the def2-TZVPD basis set.

HOMO energy (spin up / spin down): -7.961 / -7.961 eV
2S+1: 1
HOMO-LUMO gap (spin up / spin down): 5.07 / 5.07 eV
Charge: 0
Energy above the lowest of the compared OMol25 structures with the same formula, charge and spin: 113.3 kJ/mol

XYZ file:
```
64
Properties=species:S:1:pos:R:3:forces:R:3
C 1.8868 -3.9070 -3.3603 -0.070 0.020 -0.139
H -2.9950 2.7770 -4.5894 -0.078 0.029 -0.028
C 0.1183 1.7148 2.8032 -0.058 -1.152 -1.126
N -1.3729 1.3369 -2.0600 0.588 -0.505 -0.057
S -3.1062 -4.2279 -1.7260 0.154 0.202 0.034
H -1.0541 1.7076 -5.7995 -0.095 0.054 -0.175
C -2.2441 2.2102 -4.0666 0.000 -0.063 0.127
C 2.2298 0.2909 2.7399 0.155 -0.475 -0.380
N -0.2343 0.9318 -4.1127 0.185 -0.048 -0.300
H 0.6120 4.3298 3.2737 -0.029 0.047 -0.055
H 1.7442 -0.6127 -5.3690 -0.020 0.103 -0.113
H 1.9330 -4.8266 -2.7953 0.018 -0.089 0.075
H 3.5322 -1.3406 2.0175 0.130 -0.063 -0.001
H 1.0803 1.5287 7.3130 0.060 -0.046 0.037
H -3.4966 1.4695 0.0957 0.005 -0.059 -0.169
C 0.7176 3.7216 4.1603 -0.053 -0.257 -0.287
C 1.9630 -1.5184 -3.4591 0.177 0.593 0.371
H 1.6005 -1.6512 0.1715 -0.035 0.070 -0.173
C 1.6519 -0.9225 0.9563 -1.356 1.019 0.366
H 2.1699 -2.6297 -1.6641 0.036 -0.117 0.173
N -1.6140 1.4576 1.0752 -1.578 0.204 0.098
H 1.3179 5.3546 5.4083 -0.005 0.029 -0.005
N 0.5732 0.2667 -2.0063 0.828 -0.523 -0.058
C 0.4945 2.3462 4.0735 0.255 0.278 0.552
S -2.0377 -1.6659 1.5669 -0.930 -1.895 -1.223
N 1.6633 -5.1622 -5.3856 0.004 -0.437 -0.201
H 1.4727 -5.2093 -6.3692 -0.030 -0.056 0.068
C -0.3224 0.8504 -2.7914 -0.373 0.572 -1.074
C -2.4418 -2.8595 -0.8523 1.165 1.285 -4.787
C -2.3225 1.9979 -2.7007 -0.160 0.111 -0.071
H 1.5530 -2.7993 -6.5497 -0.020 0.041 -0.106
H 0.4392 0.5024 5.1567 0.018 -0.077 0.015
C 1.7804 -1.5447 -4.8300 0.095 0.013 -0.038
Pt -0.5405 0.5693 -0.2988 0.432 1.623 -0.132
C 2.6359 -0.7577 1.9241 0.137 0.450 0.924
N 0.6675 -0.0027 1.1308 1.213 -1.552 -0.334
S -3.4227 -4.2707 1.1997 0.171 0.311 0.173
C 1.6715 -2.7592 -5.4765 -0.023 -0.175 0.137
C -2.9154 1.8117 0.9325 1.274 -0.447 0.174
O 2.9116 -0.2263 -1.3824 -0.065 -0.350 -0.102
C 1.1132 4.2952 5.3496 0.051 -0.026 0.289
H -4.2986 2.9860 2.1715 -0.216 0.106 0.027
C -1.1535 1.9975 2.2545 0.120 0.165 0.213
C 0.9753 0.7367 2.2465 -0.200 1.047 0.726
O 2.4988 1.0872 -3.4155 0.030 -0.244 -0.331
C -3.3183 2.5855 2.0107 0.305 0.387 0.727
S 2.1261 0.0034 -2.5604 -0.475 0.194 0.283
C -2.2131 2.7220 2.8468 -0.319 -0.098 -0.292
C -2.5886 -2.8707 0.5290 0.160 1.216 4.651
C 1.2583 3.5028 6.4905 -0.346 -0.469 -0.992
H -3.1539 2.3644 -2.1128 0.010 0.048 0.053
C 2.0060 -2.6912 -2.7264 0.068 -0.096 -0.044
O -4.2758 -6.1774 -0.4037 -0.098 -0.132 0.039
N 2.0462 4.5698 8.6779 0.048 0.107 0.250
C -1.1677 1.6263 -4.7282 -0.222 0.096 0.134
C 1.6802 4.0885 7.7032 0.239 0.304 0.625
H -2.1679 3.2445 3.7814 0.008 0.094 0.212
C 1.7269 -3.9607 -4.7526 0.052 0.512 0.222
C 1.0006 2.1315 6.4207 0.067 0.278 0.196
C -3.7255 -5.1250 -0.3218 0.095 0.082 -0.116
H 2.7570 0.7060 3.5762 0.061 0.024 0.204
C 0.6396 1.5619 5.2201 -0.146 0.000 -0.313
S -1.6819 -1.6551 -1.7649 -1.385 -2.312 1.188
H 1.6139 -6.0082 -4.8467 -0.033 0.050 -0.139
```
Forces are in eV/Å.

Record 2
Computed, not measured: a structure of composition C29H21AuClN2O2S2, with ωB97M-V with the def2-TZVPD basis set.

HOMO energy: -10.584 eV
2S+1: 1
HOMO-LUMO gap: 6.36 eV
Charge: +1
Energy above the lowest of the compared OMol25 structures with the same formula, charge and spin: 28.9 kJ/mol

XYZ file:
```
58
Properties=species:S:1:pos:R:3:forces:R:3
H -5.3744 0.8082 1.0365 -0.003 0.001 0.009
H 8.7427 2.2119 -1.1717 0.021 0.010 0.000
C 2.8397 -2.2912 -2.0991 -0.049 0.052 0.048
O 1.0209 1.4943 3.6363 -0.162 -0.041 0.015
N -0.4246 -0.6813 -0.0788 -0.085 0.131 0.041
C 0.6182 -1.2148 -0.7382 0.071 0.010 0.011
H -3.4700 1.9270 2.1635 -0.008 0.002 0.011
C -4.5964 1.1668 -0.9291 -0.096 -0.050 -0.037
S 5.6213 3.0697 0.3776 0.015 0.089 0.053
C -4.5659 1.2384 0.4624 0.007 -0.014 -0.040
C 5.5221 1.6061 -0.5172 -0.086 -0.191 -0.096
N 1.9552 0.6351 -0.0113 -0.074 0.057 0.067
C 0.5125 -2.4203 -1.4378 -0.069 -0.097 -0.041
H -0.7058 3.7001 0.3113 -0.112 0.182 0.034
O -1.2373 1.5176 3.6481 0.117 0.046 0.103
C -0.0372 1.5468 3.0905 0.144 0.373 0.245
H -0.5578 0.6149 5.4091 -0.009 0.002 0.027
C 4.1881 -0.3462 -1.3169 -0.047 -0.016 0.006
H -2.8102 -4.9952 -1.8479 0.018 -0.008 -0.013
H -1.7375 2.7934 -1.6591 -0.011 0.027 -0.012
H 3.7047 -2.6858 -2.6155 0.011 -0.007 -0.007
C -0.7286 -3.0734 -1.4273 0.046 0.032 0.026
C 1.6615 -2.9448 -2.1279 -0.013 0.060 0.043
H -6.4767 -3.8152 0.1199 -0.021 0.009 0.010
H -0.8290 -4.0090 -1.9621 -0.008 -0.004 -0.004
C -1.2159 1.4236 5.1055 -0.068 -0.010 -0.129
C -3.5847 1.7126 -1.6994 0.072 0.027 0.086
C 7.2649 3.2797 -0.0213 0.034 -0.028 -0.026
C -3.1087 -3.1963 -0.6801 0.202 -0.015 -0.066
H -3.6378 1.6575 -2.7770 0.015 -0.006 -0.015
Cl -5.9378 0.4007 -1.7050 0.037 0.011 0.014
H -5.2967 -5.6269 -1.3659 -0.018 -0.016 -0.004
C -5.4569 -3.8043 -0.2266 0.016 -0.053 -0.036
Au -0.0732 1.4533 1.0869 0.546 -0.667 -0.673
C -1.3239 3.0971 0.9763 -0.003 -0.542 0.306
C 6.7271 1.3088 -1.0942 0.030 0.080 0.049
C 3.1040 1.2765 0.0358 -0.030 0.023 0.058
H 3.1108 2.1894 0.6200 0.023 0.012 -0.005
C -3.5090 1.8681 1.0835 0.006 0.067 -0.004
H 7.8053 4.1355 0.3473 0.001 0.018 0.011
C -2.5261 2.3477 -1.0641 -0.037 -0.097 -0.083
C -1.5770 -1.3149 -0.0772 -0.049 0.097 0.021
C 4.2766 0.8341 -0.6077 0.073 0.063 0.014
H -2.2433 1.2240 5.3883 0.006 0.015 0.019
C 7.7285 2.2703 -0.8085 -0.068 -0.018 0.008
H 5.0507 -0.7454 -1.8341 0.010 0.002 -0.002
H -2.3787 -0.8323 0.4727 -0.029 -0.008 -0.018
C 1.8781 -0.5179 -0.7036 -0.081 -0.003 -0.009
H 1.5577 -3.8774 -2.6666 0.003 -0.010 -0.009
C 2.9790 -1.0528 -1.3778 0.105 -0.003 -0.037
C -4.8229 -4.7307 -0.9973 0.032 0.053 0.024
C -3.4735 -4.3825 -1.2562 -0.090 0.020 0.018
S -4.4259 -2.5115 0.1858 -0.082 0.030 0.053
C -2.4750 2.4370 0.3273 -0.038 0.345 0.005
H 6.9044 0.4349 -1.7028 0.006 -0.013 -0.015
H -0.8715 2.3688 5.5170 0.020 -0.015 0.025
C -1.7981 -2.5379 -0.7379 -0.073 -0.075 -0.015
H -1.4861 3.5582 1.9415 -0.168 0.064 -0.063
```
Forces are in eV/Å.

Record 3
Computed, not measured: a structure of composition C29H21BCl3N7O2Sn, with ωB97M-V with the def2-TZVPD basis set.

HOMO energy (spin up / spin down): -14.249 / -13.342 eV
2S+1: 1
HOMO-LUMO gap (spin up / spin down): 7.20 / 6.89 eV
Charge: +2
Energy above the lowest of the compared OMol25 structures with the same formula, charge and spin: 0.0 kJ/mol

XYZ file:
```
64
Properties=species:S:1:pos:R:3:forces:R:3
Sn -0.3275 -0.3276 -0.2006 -0.186 -0.135 0.247
C -1.1381 -3.2721 -1.3234 0.003 -0.003 -0.014
H -1.8583 -5.1059 -2.1580 0.000 -0.001 0.003
C 1.5399 5.2121 5.2632 -0.022 -0.004 0.006
N 0.5811 -1.5446 2.0118 0.032 0.056 -0.003
H -1.2120 4.0751 2.8370 -0.015 -0.004 0.006
N -0.0915 -2.5004 -1.0332 0.037 -0.067 0.015
N 1.8876 -0.7486 -0.4747 0.029 0.075 -0.025
Cl 0.2285 4.5006 -3.3849 -0.003 0.011 -0.007
H 3.8591 -3.2526 -1.5106 0.003 0.001 0.003
N -2.0759 1.3230 -0.0899 0.126 0.128 -0.171
H 0.3574 -3.5141 1.4650 -0.008 0.004 -0.017
C 1.2164 -0.6644 2.7933 -0.033 0.061 0.018
O 0.7514 5.9037 4.7700 0.019 -0.011 -0.002
C 2.2555 -1.0402 3.6318 0.009 -0.004 0.011
H 2.1394 -4.3539 2.9735 0.002 0.002 -0.004
N -0.4652 0.0496 -2.2811 0.080 -0.088 -0.116
C -3.6830 3.5332 -0.3382 -0.012 0.029 0.008
C -0.8747 2.1848 1.8101 -0.010 0.012 -0.093
C -0.9900 -4.5047 -1.9308 0.001 0.004 -0.017
H 3.4131 -2.6981 4.3496 0.003 0.000 -0.002
C 2.6127 -2.3792 3.6957 0.007 0.016 0.005
C 0.9596 1.6387 3.7991 -0.003 -0.059 0.008
H 0.0749 0.3084 -5.4970 0.006 0.015 0.025
H 4.9161 0.5789 0.0703 -0.008 0.005 0.009
H 2.7814 -0.3134 4.2337 -0.006 -0.001 -0.007
C -0.6625 0.2223 -3.4149 -0.031 -0.027 0.167
C 1.9176 -3.2971 2.9282 -0.009 -0.009 0.000
C 0.2900 -4.9292 -2.2472 -0.001 -0.005 -0.002
C -1.9199 2.3468 0.7572 -0.083 -0.005 0.032
H -3.0497 0.5283 -1.7219 -0.004 0.023 0.007
H -4.3114 4.4089 -0.4305 0.002 0.000 0.004
C 3.5783 -2.2895 -1.1144 -0.018 0.014 -0.008
H 0.4470 -5.8831 -2.7322 0.001 0.000 -0.001
H 2.5012 1.0666 0.2853 -0.029 0.031 0.011
B -0.9664 0.4694 -4.9074 0.096 -0.007 -0.128
C 2.8387 0.1196 -0.1084 -0.017 -0.040 -0.014
N -0.1685 1.0475 1.7896 0.032 -0.052 0.070
H -2.1167 -2.8837 -1.0676 0.008 -0.002 0.023
C -3.8300 2.4693 -1.2090 -0.018 -0.007 0.015
C 0.7455 3.1602 -1.2091 0.138 -0.027 -0.100
C 4.1845 -0.1572 -0.2296 0.001 0.022 0.005
C 1.1502 -2.8951 -1.3338 0.006 -0.007 -0.008
Cl 2.5921 4.9378 -1.7372 -0.006 0.010 -0.019
H 1.6320 1.4065 4.6125 -0.009 -0.002 -0.006
N 0.6602 2.0897 -0.8131 0.015 0.079 0.174
C 0.8804 4.5207 -1.7550 -0.054 -0.062 0.005
O 2.3178 4.4959 5.7369 -0.002 0.009 -0.013
C 1.3748 -4.1184 -1.9466 -0.010 0.040 -0.002
H -2.6022 4.3038 1.3392 0.004 0.001 0.002
C 0.2786 2.8165 3.7282 -0.025 0.005 -0.012
C 4.5596 -1.3846 -0.7475 0.016 -0.013 -0.004
Cl -0.0403 5.6088 -0.7029 0.005 0.008 -0.006
C -0.6650 3.1449 2.7997 0.030 -0.017 -0.018
C 0.9172 -2.8296 2.0908 -0.008 -0.002 -0.026
H -1.7897 -0.3609 -5.2090 -0.059 0.041 0.008
H -1.3625 1.6101 -4.9684 -0.061 0.003 -0.003
C 0.6788 0.7306 2.7750 0.059 -0.030 -0.012
H -4.5678 2.4795 -1.9982 0.007 -0.009 -0.008
H 5.6044 -1.6398 -0.8634 -0.001 0.002 -0.003
C -2.9947 1.3773 -1.0515 -0.024 -0.022 0.000
C -2.7183 3.4740 0.6591 0.025 -0.003 0.014
C 2.2418 -1.9519 -0.9692 -0.021 0.028 -0.021
H 2.3718 -4.4392 -2.2057 -0.006 -0.011 -0.012
```
Forces are in eV/Å.

Record 4
Computed, not measured: a structure of composition C29H21BClF4N6ORhS, with ωB97M-V with the def2-TZVPD basis set.

HOMO energy (spin up / spin down): -7.357 / -7.357 eV
2S+1: 1
HOMO-LUMO gap (spin up / spin down): 5.92 / 5.92 eV
Charge: 0
Energy above the lowest of the compared OMol25 structures with the same formula, charge and spin: 0.0 kJ/mol

XYZ file:
```
65
Properties=species:S:1:pos:R:3:forces:R:3
C -3.1530 -2.4856 -0.6303 0.002 0.003 0.101
C 2.9561 -3.3548 -0.8360 0.012 -0.038 -0.018
H 2.6099 3.0131 -4.5595 -0.006 0.001 0.000
C 1.0646 -4.8010 -0.4987 -0.009 0.044 0.001
H 1.6161 1.9806 4.2276 -0.083 0.045 0.046
C -3.4118 0.0289 -0.5921 0.048 -0.028 -0.115
C 1.0625 3.3208 2.7750 0.123 0.205 -0.145
C 0.0280 5.0217 1.4219 -0.032 -0.031 -0.001
N 0.6742 1.2514 0.7799 0.169 -0.213 0.132
C 0.2453 -3.6670 -0.5836 -0.021 -0.084 -0.046
C 1.0926 1.3539 -1.4441 0.039 0.062 0.004
H 4.0150 -3.1590 -0.9179 0.001 0.014 0.018
F 2.4205 -1.1524 1.3932 0.007 0.078 0.151
C -5.6820 0.8799 -0.3985 0.027 0.018 -0.001
O -2.1598 0.3406 -0.7473 -0.137 0.095 0.204
H 2.4482 -1.2558 -0.9873 0.016 0.026 0.030
C 1.5215 1.3309 -3.8036 -0.006 -0.013 -0.003
H -1.3479 -7.1103 0.0950 0.003 -0.001 -0.001
C 1.9605 5.5611 2.7180 -0.009 0.059 -0.010
N 1.1527 2.0457 3.3377 -0.281 -0.178 0.140
C 2.1783 2.5455 -3.6844 0.007 0.002 -0.017
C 0.1496 0.5914 1.8867 -0.094 0.098 -0.332
C -5.3372 -1.4884 -0.4916 -0.035 0.024 -0.006
F 4.7145 -1.1477 1.5035 0.017 0.005 0.003
H -5.7323 -2.4966 -0.4857 0.004 -0.002 -0.004
B 3.5960 -0.3372 1.3377 -0.049 -0.083 -0.184
N 0.5108 0.6995 -0.3185 -0.102 -0.085 -0.136
H 1.8404 3.0328 -0.3406 0.007 -0.005 0.008
H 2.8095 4.1058 -2.3529 0.003 -0.004 0.006
Rh -0.6804 -0.9488 -0.5350 0.132 -0.060 -0.738
F 3.5155 0.6627 2.3002 0.018 0.010 0.038
C 0.4649 -6.0565 -0.2631 -0.001 -0.013 -0.009
H 3.1251 -5.4602 -0.5598 0.000 0.002 0.008
H -3.7156 -3.4149 -0.6873 -0.001 0.003 0.030
H 0.4762 -0.2272 -2.7700 -0.010 -0.006 0.003
C -3.9363 -1.2952 -0.5792 0.013 0.000 -0.012
N -1.8626 -2.5583 -0.5808 -0.102 0.048 -0.127
H 2.7823 3.9629 3.8854 0.008 -0.015 -0.022
C 0.9758 5.9528 1.8215 0.041 -0.016 0.028
H 2.7092 6.2690 3.0495 -0.004 0.003 -0.006
C 0.9775 0.7312 -2.6787 0.002 0.029 0.014
H 1.0948 -6.9335 -0.1857 -0.005 -0.001 0.000
H -0.6983 3.0213 1.5634 0.006 0.039 0.013
S -0.8890 -0.8208 1.6686 0.069 -0.239 0.330
H 1.4347 0.8479 -4.7675 0.004 -0.002 0.001
C 2.2907 3.1608 -2.4425 0.000 0.009 0.008
C -4.3363 1.0977 -0.4920 -0.043 0.004 -0.002
C -6.1887 -0.4299 -0.3995 0.020 -0.041 -0.003
C 1.7511 2.5732 -1.3144 0.016 -0.042 -0.019
H -0.7571 5.3088 0.7335 0.000 0.005 0.002
H -6.3681 1.7128 -0.3208 0.002 0.001 -0.001
C -0.8910 -6.1524 -0.1124 0.011 -0.012 0.003
H 0.9456 6.9658 1.4439 0.001 0.001 -0.002
H -2.7765 -5.1257 -0.0539 0.002 -0.004 -0.015
N 0.4368 0.9444 3.0803 0.385 0.068 0.062
C 2.4637 -4.6056 -0.6315 0.011 0.019 -0.027
H -3.9336 2.1012 -0.4965 0.008 -0.002 0.002
Cl -7.9014 -0.6837 -0.2767 -0.020 0.000 -0.001
F 3.6191 0.2474 0.0364 -0.049 -0.003 -0.018
C 0.0637 3.7164 1.8857 -0.088 0.076 0.114
C 2.0040 4.2633 3.1938 0.012 -0.118 -0.021
C 2.0669 -2.2614 -0.8769 -0.021 0.068 -0.004
C -1.1600 -3.7870 -0.4752 0.031 -0.040 0.092
C -1.7123 -5.0143 -0.2095 0.001 0.022 -0.064
N 0.7672 -2.4120 -0.7574 -0.069 0.191 0.519
```
Forces are in eV/Å.

Q: What is the formula in the first record?
A: C29H19N7O3PtS5